Entry from OMol25: an isolated ion of composition C3H5N4O and charge +1 (ωB97M-V/def2-TZVPD).

```
13
Properties=species:S:1:pos:R:3:lowdin_charge:R:1
O -0.947 -1.441 2.730 0.12
C -0.686 -1.371 1.572 -0.23
C 0.517 -0.541 1.088 -0.04
C 0.294 -0.001 -0.265 -0.25
N 0.142 -0.731 -1.379 0.15
N -0.083 0.077 -2.381 0.12
N -0.096 1.287 -1.923 0.08
N 0.140 1.282 -0.608 0.19
H -1.292 -1.856 0.792 0.13
H 0.694 0.254 1.810 0.14
H 1.396 -1.186 1.061 0.15
H -0.253 2.121 -2.480 0.21
H 0.175 2.106 -0.018 0.21
```

Properties
Max |F| in hartree/bohr: 0.008
M in g mol⁻¹: 113.10
Net charge: +1
Spin multiplicity: 1
Calculated total energy in eV: -11190.385
Gap between HOMO and LUMO in eV: 9.0